# 1
A single C2H3Cl2FN2 molecule at a distorted geometry. Source: the OMol25 dataset; level of theory: the ωB97M-V functional and the def2-TZVPD basis.

As for the LUMO energy: 0.42 eV. Its spin multiplicity is 1. The calculation puts the HOMO energy at -9.57 eV. The HOMO-LUMO gap is 10.0 eV.

Structure (XYZ):
```
10
C2H3Cl2FN2, DFT the ωB97M-V functional and the def2-TZVPD basis
Cl -1.430 1.844 0.253
Cl -2.149 -1.174 -0.249
F -1.103 -0.221 1.793
N 1.128 -0.610 1.050
N 0.625 0.286 -1.094
C -1.025 0.169 0.527
C 0.434 -0.042 0.096
H -0.167 0.554 -1.860
H 2.237 -0.620 0.961
H 1.450 -0.186 -1.476
```

***

# 2
A 2-piece molecular cluster, C2H3Cl2N overall at a distorted geometry. Source: the OMol25 dataset; level of theory: the ωB97M-V functional and the def2-TZVPD basis.

As for the LUMO energy (alpha / beta): -0.43 / -0.48 eV. Its spin multiplicity is 1. The calculation puts the HOMO energy (alpha / beta) at -9.32 / -9.54 eV. The HOMO-LUMO gap (alpha / beta) is 8.9 / 9.1 eV.

Structure (XYZ):
```
8
C2H3Cl2N, DFT the ωB97M-V functional and the def2-TZVPD basis
Cl -1.582 1.490 -0.138
Cl -1.765 -1.424 -0.118
N 0.345 -0.043 1.032
C 0.673 0.022 -0.313
C -0.740 -0.028 0.022
H 0.450 -1.015 1.509
H 1.105 -0.660 -0.861
H 1.514 1.657 -1.132
```

***

# 3
A single C2H3Cl2N molecule at a distorted geometry. Source: the OMol25 dataset; level of theory: the ωB97M-V functional and the def2-TZVPD basis.

As for the LUMO energy: 0.72 eV. Its spin multiplicity is 1. The calculation puts the HOMO energy at -9.87 eV. The HOMO-LUMO gap is 10.6 eV.

Structure (XYZ):
```
8
C2H3Cl2N, DFT the ωB97M-V functional and the def2-TZVPD basis
Cl -2.459 1.574 0.060
Cl -2.624 -1.401 0.064
N -0.392 -0.149 -1.035
C -1.550 0.051 -0.123
C -0.165 -0.333 0.340
H -0.107 -1.438 0.942
H 0.471 0.439 0.793
H 0.104 0.720 -1.241
```

***

# 4
A 2-piece molecular cluster, C2H3Cl2N2O overall at a distorted geometry. Source: the OMol25 dataset; level of theory: the ωB97M-V functional and the def2-TZVPD basis.

As for the LUMO energy (alpha / beta): -5.12 / -7.76 eV. Its spin multiplicity is 1. The calculation puts the HOMO energy (alpha / beta) at -15.25 / -12.77 eV. The HOMO-LUMO gap (alpha / beta) is 10.1 / 5.0 eV. The charge is +1.

Structure (XYZ):
```
10
C2H3Cl2N2O, DFT the ωB97M-V functional and the def2-TZVPD basis
Cl 1.906 -1.237 -1.131
Cl 2.362 1.506 -0.544
O -4.523 0.126 -0.658
N -4.050 -0.157 -1.630
N 0.027 0.521 -0.666
C -1.099 0.190 -0.234
C 1.313 0.056 -0.216
H 0.241 1.354 -1.393
H 1.353 -0.174 0.928
H -1.234 -0.466 0.530
```

***

# 5
A single C2H3Cl2N2P molecule at a distorted geometry. Source: the OMol25 dataset; level of theory: the ωB97M-V functional and the def2-TZVPD basis.

As for the LUMO energy: -1.69 eV. Its spin multiplicity is 1. The calculation puts the HOMO energy at -9.67 eV. The HOMO-LUMO gap is 8.0 eV.

Structure (XYZ):
```
10
C2H3Cl2N2P, DFT the ωB97M-V functional and the def2-TZVPD basis
Cl 1.608 1.081 1.144
Cl 2.150 -1.005 -0.828
P -1.187 1.511 -0.752
N 0.181 0.705 -0.949
N -1.204 -1.088 0.943
C 0.802 0.060 0.072
C 0.041 -1.153 0.726
H 0.556 -2.076 0.748
H -1.546 -0.115 0.963
H -1.400 2.080 -2.068
```

***

# 6
A 2-piece molecular cluster, C2H3Cl2NO5 overall at a distorted geometry. Source: the OMol25 dataset; level of theory: the ωB97M-V functional and the def2-TZVPD basis.

As for the LUMO energy (alpha / beta): -4.61 / -1.29 eV. Its spin multiplicity is 1. The calculation puts the HOMO energy (alpha / beta) at -11.08 / -10.79 eV. The HOMO-LUMO gap (alpha / beta) is 6.5 / 9.5 eV.

Structure (XYZ):
```
13
C2H3Cl2NO5, DFT the ωB97M-V functional and the def2-TZVPD basis
Cl -1.263 0.247 3.116
Cl -0.726 2.706 -0.357
O 1.248 -3.883 -2.844
O 2.721 -2.358 -3.373
O 1.197 -0.360 1.479
O 0.740 -1.766 -2.671
O 0.214 0.221 0.833
N 1.569 -2.669 -2.963
C -0.425 1.084 1.797
C -1.444 1.725 0.898
H -1.970 0.903 0.409
H 0.287 1.792 2.232
H -2.148 2.360 1.444
```

***

# 7
A single C2H3Cl2NOSi molecule at a distorted geometry. Source: the OMol25 dataset; level of theory: the ωB97M-V functional and the def2-TZVPD basis.

As for the LUMO energy: 0.25 eV. Its spin multiplicity is 1. The calculation puts the HOMO energy at -11.23 eV. The HOMO-LUMO gap is 11.5 eV.

Structure (XYZ):
```
10
C2H3Cl2NOSi, DFT the ωB97M-V functional and the def2-TZVPD basis
Cl 2.398 -1.213 -2.072
Cl 0.533 -3.405 -0.246
Si 0.622 -1.634 -1.221
O -0.535 -1.817 -2.469
N -2.516 -0.728 -3.354
C -1.566 -1.139 -2.855
C 0.061 -0.086 -0.297
H -1.029 0.121 -0.551
H 0.201 -0.037 0.776
H 0.615 0.736 -0.838
```

***

# 8
C2H3Cl2NSi as an isolated structure at a distorted geometry. Source: the OMol25 dataset; level of theory: the ωB97M-V functional and the def2-TZVPD basis.

As for the LUMO energy: -0.16 eV. Its spin multiplicity is 1. The calculation puts the HOMO energy at -11.62 eV. The HOMO-LUMO gap is 11.5 eV.

Structure (XYZ):
```
9
C2H3Cl2NSi, DFT the ωB97M-V functional and the def2-TZVPD basis
Cl 1.958 -1.747 0.506
Cl 2.482 1.534 -0.158
Si 1.138 0.103 0.358
N -2.818 -0.507 0.943
C -0.363 0.033 -0.770
C -1.948 -0.195 0.271
H -0.436 -0.883 -1.282
H 0.572 0.826 1.515
H -0.585 0.836 -1.383
```

***

# 9
A 2-piece molecular cluster, C2H3Cl2P overall at a distorted geometry. Source: the OMol25 dataset; level of theory: the ωB97M-V functional and the def2-TZVPD basis.

As for the LUMO energy (alpha / beta): -1.10 / 0.12 eV. Its spin multiplicity is 1. The calculation puts the HOMO energy (alpha / beta) at -8.49 / -8.22 eV. The HOMO-LUMO gap (alpha / beta) is 7.4 / 8.3 eV.

Structure (XYZ):
```
8
C2H3Cl2P, DFT the ωB97M-V functional and the def2-TZVPD basis
Cl 2.829 -0.604 0.801
Cl 2.293 2.225 -0.379
P 2.399 0.257 -0.923
C -1.594 -0.696 0.401
C -1.079 0.137 -0.430
H -2.597 -0.996 0.572
H -1.106 0.734 -1.322
H -1.146 -1.058 1.282
```

***

# 10
C2H3Cl2PS as an isolated structure at a distorted geometry. Source: the OMol25 dataset; level of theory: the ωB97M-V functional and the def2-TZVPD basis.

As for the LUMO energy: -0.51 eV. Its spin multiplicity is 1. The calculation puts the HOMO energy at -9.31 eV. The HOMO-LUMO gap is 8.8 eV.

Structure (XYZ):
```
9
C2H3Cl2PS, DFT the ωB97M-V functional and the def2-TZVPD basis
Cl 0.377 1.059 -2.433
Cl 3.022 0.302 -0.809
S 0.533 2.091 0.815
P 1.040 0.721 -0.523
C -1.165 -0.545 0.979
C -0.378 -1.012 -0.012
H -2.035 -1.105 1.146
H -1.016 0.347 1.514
H -0.379 -1.857 -0.678
```

***

# 11
A 2-piece molecular cluster, C2H3Cl2PS overall at a distorted geometry. Source: the OMol25 dataset; level of theory: the ωB97M-V functional and the def2-TZVPD basis.

As for the LUMO energy: 0.54 eV. Its spin multiplicity is 1. The calculation puts the HOMO energy at -9.43 eV. The HOMO-LUMO gap is 10.0 eV.

Structure (XYZ):
```
9
C2H3Cl2PS, DFT the ωB97M-V functional and the def2-TZVPD basis
Cl -2.884 1.220 0.132
Cl -0.686 0.946 -2.025
S -2.230 -1.675 -0.942
P -1.269 0.105 -0.277
C 2.143 1.047 0.960
C 1.969 -0.134 0.919
H 2.287 2.085 1.011
H 1.831 -1.174 0.893
H -1.161 -2.419 -0.669
```

***

# 12
A single C2H3Cl3 molecule at a distorted geometry. Source: the OMol25 dataset; level of theory: the ωB97M-V functional and the def2-TZVPD basis.

As for the LUMO energy: 0.55 eV. Its spin multiplicity is 1. The calculation puts the HOMO energy at -10.93 eV. The HOMO-LUMO gap is 11.5 eV.

Structure (XYZ):
```
8
C2H3Cl3, DFT the ωB97M-V functional and the def2-TZVPD basis
Cl 0.862 -1.920 0.672
Cl 1.218 -0.145 -1.711
Cl -1.851 -0.326 -1.122
C 0.766 -0.181 0.100
C -0.767 0.393 0.199
H -1.033 0.137 1.206
H 1.529 0.500 0.563
H -0.725 1.543 0.094
```

***

# 13
A single C2H3Cl3 molecule at a distorted geometry. Source: the OMol25 dataset; level of theory: the ωB97M-V functional and the def2-TZVPD basis.

As for the LUMO energy: 0.45 eV. Its spin multiplicity is 1. The calculation puts the HOMO energy at -10.75 eV. The HOMO-LUMO gap is 11.2 eV.

Structure (XYZ):
```
8
C2H3Cl3, DFT the ωB97M-V functional and the def2-TZVPD basis
Cl 2.152 -0.677 0.219
Cl -1.428 0.925 -1.040
Cl -1.345 -0.386 1.648
C 0.456 -0.504 -0.392
C -0.384 0.608 0.421
H -0.185 -1.359 -0.371
H 0.349 0.002 -1.468
H 0.385 1.392 0.983
```

***

# 14
A 2-piece molecular cluster, C2H3Cl3S overall at a distorted geometry. Source: the OMol25 dataset; level of theory: the ωB97M-V functional and the def2-TZVPD basis.

As for the LUMO energy (alpha / beta): -0.54 / -0.39 eV. Its spin multiplicity is 1. The calculation puts the HOMO energy (alpha / beta) at -8.36 / -8.34 eV. The HOMO-LUMO gap (alpha / beta) is 7.8 / 7.9 eV.

Structure (XYZ):
```
9
C2H3Cl3S, DFT the ωB97M-V functional and the def2-TZVPD basis
Cl -1.873 -1.567 0.278
Cl 0.441 -1.555 -3.443
Cl 1.950 -0.636 0.053
S -0.145 -2.585 -1.783
C 0.812 0.392 -0.659
C -1.026 -1.173 -1.280
H 1.035 0.604 -1.733
H 0.121 1.014 0.102
H -1.809 -0.695 -1.840
```

***

# 15
A single C2H3ClF2 molecule at a distorted geometry. Source: the OMol25 dataset; level of theory: the ωB97M-V functional and the def2-TZVPD basis.

As for the LUMO energy: 0.81 eV. Its spin multiplicity is 1. The calculation puts the HOMO energy at -11.03 eV. The HOMO-LUMO gap is 11.8 eV.

Structure (XYZ):
```
8
C2H3ClF2, DFT the ωB97M-V functional and the def2-TZVPD basis
Cl -1.461 -1.404 -0.025
F 1.542 -0.784 -0.410
F -1.608 1.096 -0.206
C -0.608 0.158 -0.198
C 0.658 0.091 0.372
H 0.997 0.955 0.147
H 0.895 -0.032 1.524
H -0.414 -0.080 -1.204
```

***

# 16
A single C2H3ClF2N2 molecule at a distorted geometry. Source: the OMol25 dataset; level of theory: the ωB97M-V functional and the def2-TZVPD basis.

As for the LUMO energy: 0.71 eV. Its spin multiplicity is 1. The calculation puts the HOMO energy at -10.00 eV. The HOMO-LUMO gap is 10.7 eV.

Structure (XYZ):
```
10
C2H3ClF2N2, DFT the ωB97M-V functional and the def2-TZVPD basis
Cl 2.192 0.975 -0.037
F 0.667 0.950 1.960
F -0.140 1.880 0.152
N -0.582 -0.226 -1.112
N -0.347 -1.340 0.962
C 0.536 0.834 0.637
C -0.197 -0.379 0.167
H -0.473 0.581 -1.700
H -0.709 -2.213 0.584
H -0.948 -1.062 -1.612
```

***

# 17
A 2-piece molecular cluster, C2H3ClFI overall at a distorted geometry. Source: the OMol25 dataset; level of theory: the ωB97M-V functional and the def2-TZVPD basis.

As for the LUMO energy: 0.07 eV. Its spin multiplicity is 1. The calculation puts the HOMO energy at -9.86 eV. The HOMO-LUMO gap is 9.9 eV.

Structure (XYZ):
```
8
C2H3ClFI, DFT the ωB97M-V functional and the def2-TZVPD basis
I -1.026 1.098 1.796
Cl 1.283 -0.574 -1.705
F 2.242 0.207 0.460
C 1.073 0.169 -0.179
C -0.055 -0.416 0.663
H -0.832 -0.894 -0.068
H 0.792 1.630 -0.707
H 0.441 -1.196 1.163
```

***

# 18
C2H3ClFI as an isolated structure at a distorted geometry. Source: the OMol25 dataset; level of theory: the ωB97M-V functional and the def2-TZVPD basis.

As for the LUMO energy (alpha / beta): -2.27 / -2.29 eV. Its spin multiplicity is 1. The calculation puts the HOMO energy (alpha / beta) at -8.94 / -8.82 eV. The HOMO-LUMO gap (alpha / beta) is 6.7 / 6.5 eV.

Structure (XYZ):
```
8
C2H3ClFI, DFT the ωB97M-V functional and the def2-TZVPD basis
I -2.403 -0.189 0.123
Cl 0.163 -1.673 -1.063
F -0.721 0.651 -2.371
C -0.378 -0.479 -0.022
C 0.624 0.280 0.710
H 0.759 -0.278 1.602
H 0.461 1.308 0.898
H 1.495 0.379 0.121
```

***

# 19
A 2-piece molecular cluster, C2H3ClFNO overall at a distorted geometry. Source: the OMol25 dataset; level of theory: the ωB97M-V functional and the def2-TZVPD basis.

As for the LUMO energy (alpha / beta): -0.06 / -0.06 eV. Its spin multiplicity is 1. The calculation puts the HOMO energy (alpha / beta) at -7.65 / -7.65 eV. The HOMO-LUMO gap (alpha / beta) is 7.6 / 7.6 eV.

Structure (XYZ):
```
9
C2H3ClFNO, DFT the ωB97M-V functional and the def2-TZVPD basis
Cl -2.559 1.109 0.793
F -1.723 0.777 -1.656
O -3.595 -1.375 0.067
N -2.674 -1.594 -0.601
C -0.061 0.281 -0.040
C -1.492 0.439 -0.385
H 0.199 0.590 0.993
H 0.602 0.921 -0.693
H 0.326 -0.644 -0.088
```

***

# 20
A 2-piece molecular cluster, C2H3ClFNO2 overall at a distorted geometry. Source: the OMol25 dataset; level of theory: the ωB97M-V functional and the def2-TZVPD basis.

As for the LUMO energy: -0.36 eV. Its spin multiplicity is 1. The calculation puts the HOMO energy at -10.81 eV. The HOMO-LUMO gap is 10.4 eV.

Structure (XYZ):
```
10
C2H3ClFNO2, DFT the ωB97M-V functional and the def2-TZVPD basis
Cl -2.168 1.658 0.189
F 0.494 -0.687 1.625
O 2.202 0.887 0.434
O 1.263 0.522 -1.457
N 1.425 0.338 -0.290
C -0.426 -1.273 -0.437
C 0.489 -0.701 0.343
H -1.579 2.422 1.101
H -1.107 -1.883 0.005
H -0.593 -1.282 -1.513
```